(1)
A structure of composition C48H54BN11PS3Tl at a distorted geometry, computed with wB97M-V/def2-TZVPD.

XYZ file:
```
119
Properties=species:S:1:pos:R:3:lowdin_charge:R:1
Tl -18.14508 -11.43731 -3.44135 0.49
C -16.32556 -11.57143 2.22175 -0.08
C -15.37794 -12.20664 1.25951 -0.24
C -14.74352 -13.40106 1.48911 0.04
C -14.04138 -14.12288 0.53229 -0.23
N -14.00857 -13.71329 -0.71641 0.21
N -14.68524 -12.57739 -0.98544 0.01
B -14.54970 -12.02777 -2.40265 -0.48
N -13.94114 -10.63373 -2.51146 -0.01
N -12.85144 -10.51021 -1.64210 0.20
C -12.28995 -9.31413 -1.61178 -0.22
C -12.74889 -8.20958 -2.39195 0.04
C -13.70322 -8.39263 -3.34962 -0.22
C -14.00496 -7.32397 -4.37997 -0.06
C -14.40460 -9.68387 -3.33189 -0.59
S -15.74708 -9.93321 -4.40943 0.62
C -11.13478 -9.14272 -0.66311 -0.57
C -9.94156 -8.58002 -1.48617 -0.02
C -11.60035 -8.12255 0.36060 -0.03
C -10.83781 -10.45084 -0.01253 -0.08
N -14.11414 -12.92433 -3.51631 0.04
N -12.86208 -12.62189 -4.06850 0.21
C -12.61704 -13.19982 -5.25364 -0.18
C -13.34149 -14.33071 -5.70583 0.08
C -14.56802 -14.65807 -5.12589 -0.21
C -15.28825 -15.95478 -5.41287 -0.07
C -15.01423 -13.81915 -4.03038 -0.59
S -16.61843 -13.97032 -3.38623 0.56
C -11.36150 -12.59935 -5.89131 -0.55
C -11.22234 -11.13487 -5.54829 -0.05
C -11.57715 -12.70649 -7.39830 -0.05
C -10.12332 -13.44039 -5.45758 -0.02
C -15.42992 -11.80605 -0.11726 -0.59
S -16.54566 -10.60096 -0.68970 0.63
C -13.39292 -15.42129 0.90691 -0.58
C -12.39412 -15.07711 2.02934 -0.03
C -14.45973 -16.32928 1.43503 -0.04
C -12.68635 -16.00608 -0.30254 -0.05
H -16.25225 -12.08649 3.21017 0.09
H -17.37573 -11.63868 1.86555 0.09
H -16.11688 -10.51022 2.38877 0.08
H -14.69015 -13.79093 2.54286 0.14
H -12.26903 -7.19921 -2.29429 0.14
H -13.04919 -6.77500 -4.52374 0.09
H -14.78020 -6.62545 -4.02762 0.09
H -14.36603 -7.73959 -5.35618 0.04
H -10.22559 -7.82881 -2.23998 0.08
H -9.54382 -9.37687 -2.12814 0.08
H -9.09213 -8.19548 -0.91598 0.09
H -11.78025 -7.16330 -0.11771 0.08
H -10.87737 -8.03417 1.14230 0.08
H -12.58609 -8.47142 0.73081 0.11
H -10.48994 -11.21833 -0.75879 0.10
H -11.64132 -11.03677 0.43456 0.07
H -10.06745 -10.34211 0.76969 0.09
H -12.92627 -14.88056 -6.53033 0.12
H -14.60830 -16.72531 -5.82548 0.09
H -16.17709 -15.81705 -6.11674 0.12
H -15.71381 -16.34740 -4.47601 0.06
H -12.20625 -10.65319 -5.70716 0.09
H -10.41800 -10.73937 -6.16899 0.09
H -10.95578 -10.98087 -4.47498 0.08
H -12.48478 -12.24672 -7.77604 0.07
H -11.62907 -13.75906 -7.71143 0.08
H -10.70350 -12.30679 -7.89777 0.09
H -9.81428 -13.12025 -4.47200 0.08
H -9.33763 -13.31745 -6.19729 0.08
H -10.32263 -14.50457 -5.45066 0.08
H -12.86454 -14.64033 2.92960 0.08
H -11.68135 -14.38373 1.63399 0.08
H -11.85033 -16.01385 2.36698 0.11
H -15.07431 -15.82271 2.20891 0.09
H -13.99948 -17.17204 1.92424 0.09
H -15.19137 -16.66326 0.71373 0.09
H -12.05727 -15.23609 -0.79766 0.09
H -13.39922 -16.36823 -1.04244 0.08
H -12.06216 -16.84325 0.03210 0.09
N -22.75663 -12.07789 -4.00053 -0.15
P -21.92549 -12.82145 -2.67177 1.03
C -23.32087 -12.88735 -1.44739 -0.37
C -23.43218 -11.74009 -0.66899 -0.12
C -24.46145 -11.60629 0.25770 -0.08
C -25.41667 -12.62065 0.38230 -0.10
C -25.30113 -13.72204 -0.41584 -0.11
C -24.30650 -13.86810 -1.38793 -0.09
C -21.79650 -14.57022 -3.40119 -0.34
C -21.86626 -15.70054 -2.57092 -0.14
C -21.73404 -16.98494 -3.03214 -0.10
C -21.58278 -17.22543 -4.40173 -0.09
C -21.54120 -16.13618 -5.26654 -0.09
C -21.60570 -14.80266 -4.77654 -0.09
C -22.71968 -10.74679 -4.33493 -0.41
C -23.39321 -10.38223 -5.55218 -0.03
C -23.36350 -9.07365 -6.00439 -0.08
C -22.57728 -8.17655 -5.25927 -0.10
C -22.06111 -8.55887 -4.02459 -0.12
N -22.13552 -9.85229 -3.55064 0.09
H -23.20055 -12.72258 -4.65638 0.09
H -22.73391 -10.92018 -0.85812 0.09
H -24.48217 -10.72790 0.87297 0.10
H -26.22969 -12.60532 1.12394 0.11
H -26.01427 -14.51934 -0.27373 0.10
H -24.29830 -14.73317 -2.02904 0.09
H -21.97327 -15.59005 -1.48847 0.11
H -21.86872 -17.78307 -2.33906 0.10
H -21.46334 -18.25307 -4.77380 0.11
H -21.31738 -16.29918 -6.35137 0.12
H -21.46467 -14.04217 -5.53124 0.10
H -24.00395 -11.18073 -6.00366 0.11
H -23.86963 -8.71498 -6.94221 0.12
H -22.49327 -7.13175 -5.55166 0.09
H -21.44949 -7.97299 -3.35275 0.10
N -17.68415 -11.26080 -6.46020 0.08
C -16.68984 -11.25769 -7.05803 -0.30
C -15.60454 -11.14984 -7.90079 -0.33
C -15.20352 -12.20114 -8.68361 -0.27
N -14.81914 -13.08418 -9.34168 0.11
C -14.87476 -10.01595 -7.70284 -0.29
N -14.36612 -8.98536 -7.49838 0.13
```

The largest force on an atom is 3.5 eV/A. Its total energy is -114207.0558 eV. The lowest unoccupied orbital energy is -1.47 eV. The calculation puts the HOMO energy at -0.25314 Eh. The energy above the lowest of the compared OMol25 structures with the same formula, charge and spin is 0.002 eV. As for the total charge: 0.



(2)
A structure of composition C18H41AuN2OP3S at a distorted geometry, computed with wB97M-V/def2-TZVPD.

XYZ file:
```
67
Properties=species:S:1:pos:R:3:mulliken_spin:R:1
Au 0.14040 -0.06694 -0.21504 0.23
P 1.82828 1.08527 1.45545 0.06
P -1.60040 1.29711 0.76856 0.35
P 0.73804 1.25781 -2.11679 0.12
H -1.89918 -1.88811 1.31231 0.00
C -1.01561 -2.20594 0.76894 -0.01
C 0.27156 -1.96764 1.26948 0.05
H 0.38804 -1.48823 2.24477 0.00
C 2.00855 0.42652 3.14708 0.00
C 1.79516 2.88845 1.83993 0.00
C 3.50629 0.84090 0.78624 0.00
C -3.25892 0.69422 0.34862 0.05
C -1.60454 1.37256 2.58048 0.03
C -1.60373 3.04625 0.26712 0.02
C 2.09245 0.62135 -3.15965 0.02
C 1.39889 2.87368 -1.60891 0.01
C -0.58226 1.80133 -3.25930 0.00
H -1.18404 -2.90093 -0.04620 -0.01
H 1.13245 -2.54215 0.89275 0.01
H 2.00571 -0.66833 3.12880 0.00
H 1.17885 0.76930 3.77799 0.00
H 2.96144 0.79507 3.55629 0.00
H 0.96472 3.12080 2.52073 0.00
H 1.70508 3.50148 0.93582 0.00
H 2.74589 3.12727 2.34083 0.00
H 3.66445 -0.23354 0.63048 0.01
H 4.22781 1.22351 1.52178 0.00
H 3.63709 1.35736 -0.17189 0.01
H -3.99235 1.41293 0.73981 0.01
H -3.41864 -0.28561 0.81871 0.00
H -3.36039 0.61942 -0.74307 0.00
H -2.57284 1.78931 2.88930 0.02
H -0.80948 2.03308 2.95293 0.00
H -1.49831 0.37345 3.03820 0.00
H -2.51732 3.49823 0.67339 0.01
H -1.62947 3.14614 -0.82662 0.00
H -0.74110 3.57726 0.69402 0.00
H 2.12297 1.14402 -4.13054 0.01
H 1.96517 -0.45543 -3.33768 0.00
H 3.05619 0.78809 -2.65357 0.00
H 1.63717 3.45839 -2.50601 0.00
H 2.31542 2.76371 -1.02389 0.00
H 0.66243 3.43449 -1.02482 0.00
H -0.26942 1.63786 -4.29762 0.00
H -0.78251 2.88503 -3.14993 0.00
H -1.51077 1.24956 -3.07649 0.00
C -0.92468 -2.59944 -3.71485 0.19
C -1.87065 -2.53632 -4.75463 0.09
C -1.79411 -3.43371 -5.81373 0.01
C -0.73573 -4.34697 -5.87420 0.22
C 0.21877 -4.40505 -4.84870 0.03
C 0.15238 -3.49981 -3.77577 0.07
S -1.20386 -1.56090 -2.33935 0.37
H -0.02703 -1.54736 -1.43175 0.01
H -2.62652 -1.76382 -4.69104 0.00
H -2.56396 -3.40777 -6.59488 0.00
H -0.63992 -5.01893 -6.73626 0.00
H 1.02715 -5.15573 -4.89133 0.00
H 0.91468 -3.44821 -2.99596 0.00
N -0.38270 -2.20365 6.19446 0.00
C -0.68300 -1.05894 5.48863 0.00
N -0.54765 0.09410 6.24463 0.00
O -1.00201 -1.07257 4.29770 0.00
H 0.26897 -2.12016 6.97001 0.00
H -0.29954 -3.02682 5.61440 0.00
H -0.98978 0.91186 5.84704 0.00
H -0.59002 -0.00812 7.25283 0.00
```

The largest force on an atom is 2.4 eV/A. Its total energy is -66726.3428 eV. The lowest unoccupied orbital energy (alpha / beta) is -8.79 / -12.06 eV. The calculation puts the HOMO energy (alpha / beta) at -0.61411 / -0.60960 Eh. Its spin multiplicity is 3. The energy above the lowest of the compared OMol25 structures with the same formula, charge and spin is 2.174 eV. As for the total charge: +3.



(3)
A structure of composition CN3O7S2 at a distorted geometry, computed with wB97M-V/def2-TZVPD.

XYZ file:
```
13
Properties=species:S:1:pos:R:3:lowdin_charge:R:1
C 3.04409 -0.24571 -0.80373 -0.54
N 3.34392 -0.84686 -1.74487 0.10
N 2.82256 0.46307 0.24629 -0.09
N -2.72874 -1.03526 0.29899 -0.55
O -3.01758 -2.17455 0.10754 0.10
O 1.14932 1.12695 1.94566 -0.31
O -2.71188 -0.47047 1.36387 0.01
O -2.17189 2.21038 -1.35887 -0.40
O -2.45190 -0.29660 -0.75383 -0.16
O 0.76086 -0.96788 0.68879 -0.29
O -0.31562 1.16310 -0.09986 -0.55
S -1.87667 1.42289 -0.20344 0.98
S 1.25157 0.37868 0.72963 0.70
```

The largest force on an atom is 4.0 eV/A. Its total energy is -41505.8007 eV. The lowest unoccupied orbital energy is 1.84 eV. The calculation puts the HOMO energy at -0.24175 Eh. As for the total charge: -1.



(4)
The molecule C12H12ClF at a distorted geometry, computed with wB97M-V/def2-TZVPD.

XYZ file:
```
26
Properties=species:S:1:pos:R:3:lowdin_charge:R:1
F 0.61348 -2.17860 1.50288 0.04
C 0.60248 -1.19698 0.59542 -0.53
C -0.86325 -0.82453 0.19876 -0.74
Cl -1.44593 -2.43173 -0.37289 0.75
C -1.71641 -0.53012 1.34911 -0.11
C -2.80690 0.30142 1.24833 -0.05
C -3.04102 1.12846 0.09291 -0.11
C -2.17758 1.12445 -0.92523 -0.05
C -0.92798 0.20664 -0.84278 -0.16
C 1.01450 0.11554 1.20190 -0.03
C 2.02366 0.87623 0.77986 -0.10
C 2.83454 0.42145 -0.26272 -0.11
C 2.65262 -0.76362 -0.84298 -0.07
C 1.52581 -1.68594 -0.54371 -0.10
H -1.49151 -1.06919 2.16760 0.08
H -3.42851 0.47495 2.10543 0.10
H -3.94341 1.72642 0.23900 0.11
H -2.14593 1.82929 -1.72909 0.09
H -1.01739 -0.40210 -1.90243 0.16
H 0.00263 0.81194 -0.75345 0.12
H 0.64403 0.35038 2.19157 0.13
H 1.94791 1.91129 1.12322 0.12
H 3.75120 0.92526 -0.46549 0.10
H 3.34770 -1.19881 -1.54013 0.10
H 0.77543 -1.95901 -1.37266 0.11
H 1.98158 -2.68104 -0.18820 0.16
```

The largest force on an atom is 4.3 eV/A. Its total energy is -27875.3908 eV. The lowest unoccupied orbital energy is 0.36 eV. The calculation puts the HOMO energy at -0.31030 Eh. The energy above the lowest of the compared OMol25 structures with the same formula, charge and spin is 0.000 eV. As for the total charge: 0.